a.
The following is a DFT calculation (ωB97M-V/def2-TZVPD) of the molecule C2H3N3OS.

Geometry as ORCA input:
```
! wB97M-V def2-TZVPD RIJCOSX def2/J DEFGRID3
* xyz 0 1
H 3.3757 -0.4394 -0.0003
N 2.5162 -1.0107 -0.1178
C 1.4725 -0.2570 0.0616
N 1.2948 1.1051 0.0653
N -0.0772 1.3926 -0.0749
C -0.6570 0.2082 -0.0578
S -2.2250 -0.3755 -0.0242
O 0.2301 -0.8316 0.1282
H 1.9048 1.9943 0.0371
H -2.5498 0.9892 0.1945
*
```

* molecular weight: 117.1 g/mol
* LUMO: 0.54 eV

b.
The following is a DFT calculation (ωB97M-V/def2-TZVPD) of the molecule C2H3N3OS.

Geometry as ORCA input:
```
! wB97M-V def2-TZVPD RIJCOSX def2/J DEFGRID3
* xyz 0 1
C -1.2456 -0.8358 0.0772
C -0.6442 0.2933 0.0217
N -2.8332 1.4345 -0.0276
N -3.2924 0.2551 0.0528
N 0.6968 0.6480 0.2340
O -1.5144 1.4983 0.0432
S -4.5941 -0.6254 -0.0350
H -1.7735 -1.7518 0.1707
H 1.3158 0.0579 -0.2962
H 0.8509 1.7411 0.0259
*
```

* molecular weight: 117.1 g/mol
* LUMO (alpha / beta): -1.33 / -1.32 eV

Taking the most stable structure as the zero point, the relative energies in hartree are a 0.0000; b 0.1909.

a.
The following is a DFT calculation (ωB97M-V/def2-TZVPD) of the molecule C3H5NS3.

Geometry as ORCA input:
```
! wB97M-V def2-TZVPD RIJCOSX def2/J DEFGRID3
* xyz 0 1
S -1.4747 -0.3909 2.2984
C -0.1509 0.5678 1.4431
C 0.5376 -0.2465 0.3914
S 1.6849 0.7873 -0.5253
C 0.8021 0.8080 -2.0129
N -0.2182 0.0596 -2.1918
S -0.5662 -0.9793 -0.8908
H -2.1218 -0.6214 1.1495
H -0.5508 1.5184 1.0192
H 0.6600 0.8493 2.1826
H 1.0810 -1.1164 0.7803
H 1.0219 1.5022 -2.8360
*
```

* molecular weight: 151.3 g/mol
* LUMO: 0.65 eV

b.
The following is a DFT calculation (ωB97M-V/def2-TZVPD) of a structure of composition C3H5NS3.

Geometry as ORCA input:
```
! wB97M-V def2-TZVPD RIJCOSX def2/J DEFGRID3
* xyz 0 1
C -1.7728 0.3976 -1.2257
C -0.9449 1.3421 -0.7682
C 0.5524 -0.6404 -1.2092
N 1.2783 -0.4418 2.1011
S -0.9744 -1.0376 -1.6731
S 0.8071 0.9362 -0.7141
S 1.0331 -1.9668 1.3543
H -2.8709 0.6044 -1.3823
H -1.0952 2.3314 -0.4392
H 1.5123 -1.2789 -1.1753
H 2.0560 -0.2490 2.7431
H 0.4190 0.0028 2.3886
*
```

* molecular weight: 151.3 g/mol
* LUMO (alpha / beta): -0.40 / 0.29 eV

Taking the most stable structure as the zero point, the relative energies in hartree are a 0.0000; b 0.0894.

a.
The following is a DFT calculation (ωB97M-V/def2-TZVPD) of a cluster of 2 separate species, C2H9NO3 in total.

Geometry as ORCA input:
```
! wB97M-V def2-TZVPD RIJCOSX def2/J DEFGRID3
* xyz 0 1
N 1.2319 1.7216 1.4204
O 2.1297 1.0997 0.2555
O 2.1702 -0.2032 0.6879
H 1.6485 0.9980 2.0975
H 0.2742 1.3986 1.1787
H 1.4051 2.7205 1.4544
C -1.1543 -1.6107 -1.2791
C -1.1871 -0.2121 -0.6811
O -0.5230 -0.1488 0.5719
H -1.7090 -1.6358 -2.2164
H -0.1247 -1.9100 -1.4766
H -1.6003 -2.3270 -0.5902
H -2.2180 0.0997 -0.4917
H -0.7393 0.5059 -1.3826
H 0.3960 -0.4964 0.4513
*
```

* molecular weight: 95.1 g/mol
* LUMO: 0.56 eV

b.
The following is a DFT calculation (ωB97M-V/def2-TZVPD) of a cluster of 3 separate species, C2H9NO3 in total.

Geometry as ORCA input:
```
! wB97M-V def2-TZVPD RIJCOSX def2/J DEFGRID3
* xyz 0 1
C 0.2485 1.0533 -1.4354
N 1.1384 0.1647 -0.7063
C 1.2852 0.2873 0.6329
O 0.5755 1.0007 1.3190
H 0.3054 2.0567 -1.0127
H -0.7780 0.6901 -1.4622
H 0.6053 1.2001 -2.4574
H 1.5419 -0.5737 -1.2380
H 2.0276 -0.4352 1.0013
O -2.0372 0.0258 0.6185
H -1.3172 0.6851 0.7205
H -2.0263 -0.4772 1.4128
O -0.4908 -2.0994 -0.2234
H -1.0089 -2.8122 -0.6277
H -0.9222 -1.2275 -0.2488
*
```

* molecular weight: 95.1 g/mol
* LUMO: 0.76 eV

c.
The following is a DFT calculation (ωB97M-V/def2-TZVPD) of a cluster of 3 separate species, C2H9NO3 in total.

Geometry as ORCA input:
```
! wB97M-V def2-TZVPD RIJCOSX def2/J DEFGRID3
* xyz 0 1
C -1.8201 -0.7691 0.8922
C -0.3888 -0.3403 0.7502
N -0.1993 1.0141 0.6093
O 0.5588 -1.0983 0.7129
H -2.3247 -0.7894 -0.0797
H -2.4154 -0.1906 1.5907
H -1.8235 -1.8300 1.1540
H 0.7654 1.2726 0.7768
H -0.9248 1.6769 0.4205
O 2.3505 2.4059 1.2571
H 2.8618 3.0405 1.7721
H 2.9835 1.7031 1.0515
O 0.0830 -2.3719 -3.8158
H -0.3101 -2.0988 -2.9836
H 0.6035 -1.6247 -4.1080
*
```

* molecular weight: 95.1 g/mol
* LUMO: 0.59 eV

Taking the most stable structure as the zero point, the relative energies in hartree are a 0.2278; b 0.0065; c 0.0000.

a.
The following is a DFT calculation (ωB97M-V/def2-TZVPD) of the molecule C22H28N4O3S2.

Geometry as ORCA input:
```
! wB97M-V def2-TZVPD RIJCOSX def2/J DEFGRID3
* xyz 0 1
C 0.8883 -2.9490 4.8856
C 2.3211 -2.5939 5.2620
C 2.7777 -1.2814 4.6232
N 2.7255 -1.3340 3.1775
C 1.7016 -0.7316 2.4816
O 0.8172 -0.0794 3.0045
C 1.8530 -0.9622 1.0442
C 1.0047 -0.3432 0.1870
C 0.9312 -0.3764 -1.2356
C 0.1828 0.5959 -1.9511
N -0.3291 1.6731 -1.3448
C -1.2953 2.5579 -1.9397
C -2.7349 2.1396 -1.6004
C -2.8787 1.7239 -0.1306
O -2.1354 2.6175 0.6747
C -2.4613 2.6765 2.0590
C -3.8435 3.2895 2.3040
C -2.3200 1.3346 2.7762
N 0.0011 0.5192 -3.2780
C 0.5839 -0.4294 -3.9674
C 0.3978 -0.4723 -5.3837
C -0.4791 0.5686 -5.9949
C 1.0260 -1.4415 -6.1103
C 1.8470 -2.3946 -5.4718
C 1.9980 -2.3438 -4.1262
N 1.3801 -1.3855 -3.3838
C 1.5495 -1.4345 -1.9577
O 2.1631 -2.3832 -1.4935
S 3.2550 -1.9495 0.7261
C 3.6617 -1.9821 2.4331
S 4.9996 -2.6978 3.0423
H 0.5670 -3.8393 5.4205
H 0.8055 -3.1475 3.8188
H 0.2145 -2.1311 5.1316
H 2.9964 -3.3940 4.9541
H 2.4034 -2.4819 6.3442
H 3.8066 -1.0610 4.9195
H 2.1166 -0.4636 4.9214
H 0.2674 0.2648 0.7027
H -0.2675 1.7504 -0.3401
H -1.1475 2.5524 -3.0195
H -1.1113 3.5573 -1.5417
H -3.0360 1.2967 -2.2234
H -3.3928 2.9819 -1.8132
H -3.9398 1.7315 0.1416
H -2.5038 0.6970 -0.0002
H -1.7012 3.3671 2.4443
H -3.9318 3.5755 3.3480
H -4.6378 2.5814 2.0778
H -3.9729 4.1751 1.6860
H -2.5030 1.4792 3.8372
H -3.0428 0.6136 2.3999
H -1.3176 0.9292 2.6606
H -0.5636 0.4229 -7.0678
H -0.0713 1.5571 -5.7936
H -1.4677 0.5310 -5.5424
H 0.8984 -1.4835 -7.1814
H 2.3476 -3.1572 -6.0441
H 2.5965 -3.0360 -3.5524
*
```

* molecular weight: 460.6 g/mol
* LUMO: -0.61 eV

b.
The following is a DFT calculation (ωB97M-V/def2-TZVPD) of the molecule C22H28N4O3S2.

Geometry as ORCA input:
```
! wB97M-V def2-TZVPD RIJCOSX def2/J DEFGRID3
* xyz 0 1
C -0.2645 -2.9861 -0.3812
C 0.3771 -1.8654 -0.6818
C 1.3057 -1.2511 0.2856
C 2.6042 -1.5487 0.3783
C 3.3229 -2.5170 -0.5119
C 4.0765 -1.8060 -1.6609
N 3.4914 -0.4652 -1.9047
N 5.4647 -1.5845 -1.2359
N 4.0675 -2.6534 -2.8494
C 3.4296 -0.8871 1.4185
O 4.3194 -1.4522 1.9954
C 3.0666 0.5249 1.6812
C 4.0501 1.4535 1.9959
C 3.6888 2.7799 2.1793
C 2.3479 3.1435 2.0585
C 1.3430 2.2203 1.7639
C -0.0827 2.6898 1.6238
C -0.5187 2.6739 0.1465
C -2.0487 2.6269 0.0034
S -2.5467 1.3229 -1.1418
C -4.3141 1.4311 -1.0208
S -5.0214 2.8850 -0.7054
N -5.0633 0.3032 -1.2674
C -6.2358 0.1387 -0.3954
C -5.7916 -0.1213 1.0217
O -5.2061 -1.4090 1.0715
C -4.0928 -1.5085 0.2059
C -4.3370 -0.9811 -1.2171
C 1.7146 0.8746 1.5679
C 0.7565 -0.2249 1.2313
O -0.3490 -0.3049 1.6943
H 0.0851 -3.6074 0.4298
H -1.1424 -3.3001 -0.9221
H 0.2066 -1.3826 -1.6363
H 4.0455 -3.0746 0.0716
H 2.5985 -3.2190 -0.9146
H 2.5949 -0.5237 -2.3719
H 4.1332 0.0904 -2.4531
H 5.4485 -0.7454 -0.6638
H 5.9950 -1.3132 -2.0613
H 3.1094 -2.6785 -3.1826
H 4.5699 -2.1507 -3.5767
H 5.0749 1.1232 2.0664
H 4.4609 3.5027 2.3922
H 2.0809 4.1844 2.1837
H -0.1452 3.7079 2.0010
H -0.7550 2.0790 2.2130
H -0.1727 3.6013 -0.3047
H -0.0041 1.8716 -0.3771
H -2.4115 3.5903 -0.3231
H -2.5022 2.3578 0.9512
H -6.7220 -0.7814 -0.7163
H -6.9706 0.9252 -0.4981
H -6.6278 -0.0615 1.7091
H -5.0512 0.6147 1.3518
H -3.8904 -2.5729 0.1184
H -3.1999 -1.0718 0.6586
H -4.9599 -1.7133 -1.7286
H -3.4021 -0.9544 -1.7659
*
```

* molecular weight: 460.6 g/mol
* LUMO: -0.70 eV

Taking the most stable structure as the zero point, the relative energies in hartree are a 0.0000; b 0.1253.